11
Properties=species:S:1:pos:R:3:nbo_charge:R:1 method="wB97M-V/def2-TZVPD" e_lumo_ev=0.61 charge=0 homo_energy_ha=-0.323
H 2.51 -1.39 0.03 0.33
N 2.74 -0.39 0.01 -0.68
C 1.70 0.33 -0.02 0.27
N 0.40 -0.09 -0.02 -0.47
N -0.68 0.78 0.01 -0.43
C -1.92 0.27 -0.01 0.49
O -2.14 -0.93 -0.01 -0.63
H 1.80 1.43 -0.04 0.16
H 0.08 -1.05 0.15 0.43
H -0.47 1.77 0.09 0.41
H -2.71 1.04 0.01 0.13

=====

12
Properties=species:S:1:pos:R:3:nbo_charge:R:1 method="wB97M-V/def2-TZVPD" e_lumo_ev=0.02 charge=0 homo_energy_ha=-0.311
O -0.86 -0.02 1.81 -0.53
C -0.13 -0.83 1.24 0.46
C 0.26 -0.82 -0.25 -0.02
C -0.50 0.27 -1.00 -0.45
C 0.49 1.12 -0.20 -0.21
O 1.46 -0.04 -0.32 -0.52
H 0.26 -1.63 1.86 0.15
H 0.34 -1.85 -0.62 0.20
H -1.56 0.42 -0.78 0.20
H -0.30 0.19 -2.07 0.21
H -0.46 1.01 0.98 0.31
H 0.98 2.00 -0.65 0.19

=====

99
Properties=species:S:1:pos:R:3:mulliken_charge:R:1 method="wB97M-V/def2-TZVPD" e_lumo_ev=0.15 charge=0 homo_energy_ha=-0.339
C 3.83 -3.73 0.18 0.16
O 2.72 -3.49 -0.67 -0.41
C 2.50 -2.13 -0.97 -1.06
C 1.24 -1.66 -0.21 0.11
C 0.08 -1.93 -1.17 -1.44
N -1.29 -2.10 -0.64 0.47
C -1.57 -1.53 0.66 -0.97
C -3.05 -1.55 0.98 -0.03
O -3.31 -0.89 2.20 -0.57
C -1.70 -3.45 -0.74 0.06
O -1.21 -4.37 -0.15 -0.54
O -2.67 -3.66 -1.70 -0.24
N -3.98 -3.61 -1.13 0.53
C -4.44 -4.99 -1.03 0.76
C -3.85 -5.87 0.01 -1.46
O -5.29 -5.37 -1.79 -0.54
C -4.85 -2.94 -2.09 0.42
C -6.18 -2.51 -1.58 -1.20
O -4.50 -2.76 -3.23 -0.54
H 4.70 -3.18 -0.17 0.38
H 4.06 -4.78 0.14 -0.14
H 3.69 -3.48 1.24 -0.16
H 3.38 -1.54 -0.74 0.50
H 2.27 -2.08 -2.02 0.46
H 1.21 -2.23 0.70 0.24
H 1.35 -0.60 -0.03 0.48
H 0.34 -2.84 -1.69 0.67
H 0.07 -1.15 -1.92 0.16
H -1.10 -2.14 1.43 0.38
H -1.23 -0.51 0.72 0.81
H -3.36 -2.58 1.11 0.06
H -3.61 -1.07 0.19 0.15
H -2.53 -0.43 2.50 0.36
H -2.93 -6.26 -0.39 0.30
H -3.56 -5.32 0.90 0.26
H -4.52 -6.67 0.23 0.47
H -6.87 -2.58 -2.40 0.36
H -6.55 -3.11 -0.77 0.37
H -6.14 -1.47 -1.27 0.33
C -4.84 -6.20 -5.06 0.43
Cl -6.49 -6.09 -5.67 -0.19
Cl -4.08 -7.73 -5.50 -0.18
H -4.25 -5.39 -5.48 0.18
H -4.86 -6.11 -3.98 -0.22
C 3.60 -1.69 4.06 -0.19
Cl 1.85 -1.45 4.04 -0.14
Cl 4.05 -3.34 3.62 -0.17
H 4.05 -1.02 3.34 0.07
H 3.96 -1.47 5.06 0.39
C 1.13 3.42 4.24 0.29
Cl 1.48 1.72 3.88 -0.02
Cl -0.02 4.09 3.08 -0.14
H 0.70 3.48 5.24 0.18
H 2.05 3.98 4.19 -0.30
C 5.11 3.12 3.23 -0.32
Cl 5.49 1.53 3.92 -0.15
Cl 4.65 4.28 4.48 -0.12
H 5.98 3.49 2.71 0.38
H 4.28 3.00 2.55 0.18
C 1.18 6.25 6.69 -0.47
Cl 1.43 4.80 7.66 -0.16
Cl 2.51 6.54 5.56 -0.04
H 0.27 6.13 6.12 0.30
H 1.10 7.10 7.35 0.35
C -4.93 -4.42 -8.63 -0.05
Cl -5.28 -4.62 -10.35 -0.17
Cl -4.83 -2.72 -8.16 -0.15
H -5.72 -4.88 -8.05 0.07
H -3.98 -4.90 -8.41 0.27
C 0.08 5.82 -0.30 -0.22
Cl 1.52 6.21 0.63 -0.10
Cl 0.27 4.31 -1.20 -0.14
H -0.75 5.70 0.38 0.28
H -0.12 6.62 -1.01 0.18
C 6.55 -6.92 0.49 -0.25
Cl 6.92 -5.69 -0.72 -0.15
Cl 4.91 -6.77 1.13 -0.13
H 6.65 -7.90 0.03 0.29
H 7.25 -6.82 1.31 0.26
C -1.60 5.11 -4.17 -0.20
Cl -2.83 5.36 -5.41 -0.15
Cl -0.86 6.64 -3.65 -0.17
H -2.06 4.64 -3.31 0.24
H -0.82 4.48 -4.58 0.29
C 3.59 9.07 2.24 -0.31
Cl 3.95 7.49 2.95 -0.04
Cl 3.16 10.26 3.48 -0.15
H 4.47 9.42 1.72 0.30
H 2.76 8.96 1.55 0.23
C -3.52 0.50 -6.69 0.18
Cl -4.67 1.77 -7.12 -0.16
Cl -3.03 0.61 -4.99 -0.11
H -3.98 -0.46 -6.85 -0.17
H -2.64 0.61 -7.31 0.29
C 5.46 8.50 7.02 0.09
Cl 6.72 7.98 8.14 -0.17
Cl 6.12 9.36 5.63 -0.15
H 4.92 7.63 6.67 -0.03
H 4.78 9.17 7.55 0.27

=====

69
Properties=species:S:1:pos:R:3:nbo_charge:R:1 method="wB97M-V/def2-TZVPD" multiplicity=5 e_lumo_ev="-11.93 / -14.55" charge=+4 homo_energy_ha="-0.679 / -0.678" s2=6.013
P -0.37 -3.53 1.48 1.45
C 0.74 -3.63 2.89 -1.00
H 0.64 -4.62 3.40 0.33
H 0.52 -2.82 3.62 0.30
H 1.79 -3.51 2.54 0.30
C -2.09 -3.19 1.85 -0.97
H -2.65 -3.20 0.90 0.26
H -2.14 -2.18 2.29 0.27
H -2.49 -3.93 2.56 0.33
C -0.31 -4.86 0.29 -0.96
H -0.85 -5.75 0.65 0.32
H 0.73 -5.13 0.07 0.30
H -0.79 -4.44 -0.61 0.25
P 1.77 0.03 -2.58 0.93
C 3.23 0.24 -1.43 -0.92
H 4.24 0.23 -1.88 0.31
H 3.21 -0.56 -0.68 0.26
H 3.14 1.20 -0.90 0.27
C 2.15 -1.38 -3.69 -0.95
H 1.35 -1.52 -4.43 0.24
H 2.21 -2.28 -3.08 0.25
H 3.08 -1.34 -4.26 0.30
C 1.78 1.51 -3.68 -0.95
H 2.57 1.57 -4.43 0.30
H 1.86 2.42 -3.08 0.26
H 0.82 1.53 -4.20 0.23
P -1.44 3.28 0.78 1.46
C -0.28 4.24 1.78 -1.00
H -0.79 5.09 2.29 0.32
H 0.50 4.65 1.09 0.30
H 0.21 3.61 2.55 0.31
C -2.33 4.23 -0.46 -0.97
H -2.84 5.11 -0.03 0.33
H -3.05 3.56 -0.94 0.26
H -1.57 4.57 -1.19 0.28
C -2.64 2.41 1.78 -0.98
H -3.37 3.11 2.22 0.32
H -2.16 1.86 2.59 0.29
H -3.14 1.73 1.07 0.23
Pt -0.92 -0.28 -2.28 0.93
C 0.12 -2.04 0.35 0.24
O 0.97 -1.21 0.51 -0.40
C -0.53 1.91 -0.44 0.23
O 0.68 1.99 -0.43 -0.39
C -2.49 0.65 -3.18 -0.20
C -2.87 0.43 -1.76 -0.17
C -2.87 -0.88 -1.24 -0.21
C -2.29 -1.92 -2.00 -0.19
C -1.81 -1.74 -3.36 -0.21
C -1.84 -0.42 -3.96 -0.22
H -2.30 1.68 -3.48 0.29
H -3.08 1.21 -1.01 0.25
H -3.14 -1.01 -0.16 0.28
H -2.07 -2.83 -1.44 0.26
H -1.14 -2.49 -3.79 0.30
H -1.09 -0.16 -4.72 0.30
C 1.24 2.26 4.79 -0.93
P 0.74 1.06 3.47 0.68
C 2.26 0.02 3.47 -0.92
C -0.38 -0.01 4.49 -0.93
H 0.35 2.72 5.24 0.25
H 1.83 1.74 5.55 0.26
H 1.85 3.05 4.33 0.25
H 2.72 0.06 4.47 0.26
H 2.05 -1.03 3.19 0.20
H 2.95 0.45 2.73 0.24
H -1.11 0.62 5.00 0.26
H -0.91 -0.71 3.83 0.18
H 0.21 -0.57 5.23 0.25

=====

60
Properties=species:S:1:pos:R:3:nbo_charge:R:1 method="wB97M-V/def2-TZVPD" e_lumo_ev=2.42 charge=-1 homo_energy_ha=-0.093
Cd 1.83 1.84 1.39 1.28
Se 0.44 1.79 -1.44 -0.61
P -1.19 2.34 -0.16 0.99
Se -0.63 3.11 1.78 -0.60
C -2.32 0.91 0.02 -0.42
C -3.03 0.48 -1.10 -0.14
C -3.87 -0.61 -1.02 -0.25
C -4.00 -1.30 0.18 -0.22
C -3.29 -0.88 1.30 -0.22
C -2.45 0.23 1.22 -0.19
C -2.28 3.56 -0.97 -0.41
C -3.46 3.91 -0.32 -0.13
C -4.33 4.83 -0.89 -0.24
C -4.01 5.41 -2.12 -0.21
C -2.84 5.06 -2.76 -0.22
C -1.97 4.13 -2.19 -0.18
H -2.91 1.01 -2.05 0.22
H -4.42 -0.94 -1.89 0.21
H -4.65 -2.16 0.25 0.21
H -3.37 -1.41 2.24 0.22
H -1.90 0.57 2.09 0.26
H -3.70 3.47 0.64 0.22
H -5.24 5.10 -0.38 0.21
H -4.69 6.13 -2.56 0.21
H -2.59 5.51 -3.72 0.21
H -1.05 3.85 -2.69 0.24
C 6.49 0.07 2.46 -1.10
Ge 4.88 0.42 1.35 1.59
C 5.66 0.82 -0.45 -1.11
C 4.05 -1.37 1.07 -1.10
C 3.72 1.63 2.22 -1.78
H 7.18 -0.63 1.96 0.20
H 6.20 -0.35 3.42 0.22
H 7.03 1.00 2.65 0.21
H 6.32 0.02 -0.79 0.20
H 6.22 1.76 -0.41 0.21
H 4.85 0.95 -1.17 0.21
H 4.83 -2.14 1.00 0.21
H 3.48 -1.38 0.14 0.19
H 3.39 -1.61 1.91 0.22
H 4.18 2.62 2.32 0.18
C -0.93 -2.88 -1.80 -0.62
C -0.60 -4.00 -0.83 -0.22
C -1.78 -4.30 0.09 -0.61
C 0.67 -3.71 -0.02 -0.21
N 0.57 -2.51 0.78 -0.20
C 0.78 -1.24 0.43 0.18
N 0.55 -0.48 1.47 -0.37
N 0.19 -1.31 2.47 -0.06
N 0.20 -2.53 2.07 -0.07
H -1.77 -3.16 -2.44 0.21
H -0.08 -2.64 -2.45 0.21
H -1.22 -1.96 -1.28 0.22
H -0.37 -4.90 -1.41 0.20
H -2.03 -3.43 0.69 0.22
H -1.57 -5.13 0.77 0.21
H -2.66 -4.56 -0.50 0.21
H 1.53 -3.59 -0.68 0.22
H 0.88 -4.53 0.67 0.23
H 1.08 -0.89 -0.54 0.25

=====

17
Properties=species:S:1:pos:R:3:nbo_charge:R:1 method="wB97M-V/def2-TZVPD" multiplicity=2 e_lumo_ev="-5.40 / -8.09" charge=+1 homo_energy_ha="-0.477 / -0.477" s2=0.767
C -1.02 1.38 3.25 -0.16
C 0.00 1.36 2.32 0.13
N -0.20 0.89 1.06 -0.60
H -1.86 0.69 3.14 0.23
H -1.14 2.32 3.79 0.26
H 0.92 1.89 2.48 0.25
H -1.06 0.36 0.92 0.43
H 0.06 1.56 0.34 0.45
H -0.36 -1.33 0.77 0.45
H -0.89 -2.57 0.25 0.50
O -0.83 -1.65 -0.01 -0.94
H -0.36 -1.08 -1.97 0.48
H -0.29 -1.95 -3.15 0.48
O -0.10 -1.06 -2.89 -0.95
H 1.81 -0.80 -3.46 0.49
H 2.60 0.48 -3.44 0.46
O 2.73 -0.48 -3.39 -0.95

=====

Quick rundown of largest force on an atom, same order as above: 1.0, 4.4, 1.2, 12.4, 0.2, 2.3 eV/Å
Quick rundown of energy above the lowest of the compared OMol25 structures with the same formula, charge and spin, same order as above: 202.1, 490.4, 0.0, 31.4, 0.0, 115.2 kJ/mol